1.
The following is a DFT calculation (ωB97M-V with the def2-TZVPD basis set) of 14 unconnected molecules or ions with the total composition C43H112N10O22.

Geometry (Å):
H -3.858 -7.415 1.416
O -2.217 2.042 6.825
H 5.830 2.896 2.055
H -1.977 3.435 -2.053
C 4.402 0.119 1.690
C -5.639 -2.380 3.949
H -1.988 -6.969 2.441
O -1.707 -2.499 1.702
H -1.956 3.975 2.980
H -2.842 -3.072 0.131
C -4.152 2.317 0.799
H -3.191 -1.386 4.261
C 1.362 6.020 -3.244
N -2.833 -6.798 -0.350
H -4.952 -7.184 -0.119
H -3.155 -0.454 2.632
H -3.977 -6.457 -2.088
H -2.579 4.434 -3.676
H -0.847 7.753 2.915
H -2.085 1.010 -5.059
H 0.807 3.262 -5.275
H 7.513 3.586 1.013
H 4.592 0.062 2.761
C 3.475 -3.581 0.591
H -0.165 7.475 4.549
C -5.640 -0.880 1.911
H 0.657 7.854 -7.132
N 6.185 2.072 1.592
H -5.136 -0.544 1.005
C -4.145 -2.899 1.964
H 4.782 -2.335 -3.158
H 1.739 5.209 -2.621
H -0.457 1.556 -0.154
C 4.901 1.400 1.036
H -2.248 1.916 1.632
O -1.076 0.468 1.046
H 3.245 4.414 -4.491
H 4.912 -0.762 1.302
H -2.681 -1.188 -2.594
H -2.205 3.243 0.791
O -2.861 3.556 -3.944
H 4.914 1.414 -2.782
H 0.672 0.417 3.502
N -0.655 -1.975 -3.010
H -3.054 -1.495 0.560
O 0.233 1.009 -0.537
H -0.425 -6.346 2.415
H -0.330 4.163 -4.295
H 0.369 6.414 -3.026
C -3.129 -6.002 -1.574
H -2.721 2.280 5.095
O 2.134 -0.171 4.912
O 0.694 5.193 3.700
C -1.824 1.230 5.964
H 5.744 -6.819 2.557
H 0.908 1.594 4.815
H -6.437 -1.532 1.555
C 1.131 -3.995 4.412
O -1.693 5.417 -2.157
O -1.389 5.330 0.026
C 1.011 -2.458 4.782
H 2.820 2.673 -2.665
H -0.421 -3.575 -4.289
O -2.615 4.743 -5.780
H -3.034 -8.420 -1.751
O 0.504 -0.911 0.696
H -4.175 2.640 -1.270
H 7.977 1.991 0.415
H 1.357 -2.284 -3.637
H -0.695 1.029 -3.062
H 2.497 -3.194 0.306
H 3.901 -2.974 1.390
H 6.769 1.620 2.280
C 0.570 6.147 2.994
H -0.079 5.979 1.087
C -3.722 -0.850 3.475
H -6.018 -0.064 2.527
H -3.482 3.271 3.434
H 2.551 1.379 -1.494
H -2.448 1.141 -3.180
O -1.582 0.259 -4.733
H -0.493 -1.903 3.421
C 1.827 4.977 1.112
C 2.097 -1.508 4.265
C -2.744 3.659 -5.203
H 1.334 -4.095 3.346
O -1.766 3.418 -1.117
H 3.342 0.013 1.458
H 4.005 -3.450 -0.352
C 2.769 5.146 -5.144
C -1.565 4.802 -1.121
N -4.799 -1.755 2.792
H -6.297 -3.107 3.473
H 2.003 -4.374 4.946
H -3.306 -4.939 -1.413
N 1.334 5.416 -4.674
H -1.501 -8.038 -1.209
H 2.067 5.028 0.050
H -1.269 -2.249 -5.122
C -2.932 -2.469 1.034
H 2.078 -1.560 3.177
H 4.179 0.945 -4.077
H -3.737 -3.597 2.696
H -2.303 -6.084 -2.280
H 3.007 -2.065 4.488
C -0.453 -2.917 -1.760
H 0.878 9.203 -5.467
C 0.032 7.440 3.478
O 4.362 1.987 0.170
H -1.040 -1.962 1.268
O -5.235 2.432 1.395
C -1.624 -6.096 0.444
H -4.150 0.032 3.953
C 3.387 -5.027 1.093
C 0.731 3.967 -4.447
C -4.102 -6.886 0.495
H 0.035 -3.854 -2.030
H -2.193 -3.135 -3.801
N 4.733 -5.682 1.336
H -6.086 -1.615 4.584
H -0.970 -8.825 1.710
C 2.752 1.592 -2.544
H 6.068 -1.133 -3.505
C 5.006 -1.361 -3.594
H 0.647 -0.839 -4.269
O -1.116 0.248 6.230
H 0.988 -2.450 5.872
H -2.021 -5.172 0.864
H 3.311 6.092 -5.137
H -4.937 -2.957 4.552
H 0.329 5.357 -6.486
C 4.325 -0.495 -2.528
N -0.400 -1.986 4.424
H 1.964 1.082 -3.097
C 1.402 0.854 4.184
H -3.574 4.549 2.220
C 7.137 2.669 0.560
H -0.672 -5.909 -0.052
N -2.799 2.739 1.433
C -2.952 3.740 2.605
H -4.387 -5.859 0.722
H 6.538 2.908 -0.319
H 2.196 7.377 -6.419
O -0.424 -8.093 1.415
C -0.084 0.158 0.440
H 1.233 4.077 1.273
H 4.534 -1.285 -4.573
C 0.755 -1.421 -3.354
H 2.133 1.481 3.674
H -0.574 -1.063 4.797
H 2.776 4.740 -6.155
C -1.593 0.493 -3.372
C 1.125 7.454 -6.233
C 4.662 -6.723 2.465
H -4.857 -3.370 1.287
C 0.469 6.143 -5.745
H -5.105 1.342 -0.852
H -0.432 6.264 -5.144
H 5.445 -5.036 1.645
O -2.167 1.599 4.707
H -1.451 -3.080 -1.353
H -1.137 -2.571 4.791
O -2.599 2.634 -5.853
H -3.347 1.101 -0.712
H 0.239 -2.477 -1.042
H -1.390 -0.642 -1.535
H 1.214 3.442 -3.622
C -2.509 -8.188 -0.824
H 5.098 -6.035 0.463
C -1.226 -2.844 -4.210
O 1.023 8.318 -5.125
H 2.027 6.884 -3.221
H 2.704 5.150 1.735
N 4.070 0.940 -3.073
N 0.842 6.077 1.492
H 0.264 -4.634 4.580
H 4.172 -7.586 2.015
O 3.898 -0.861 -1.436
C -4.162 1.809 -0.566
H -2.517 -8.900 0.002
C -1.650 -0.836 -2.576
O 2.321 -5.564 1.480
H 1.158 6.967 1.135
H 4.173 -6.296 3.340
H 0.783 8.204 3.279
C -1.127 -6.883 1.778
H 1.134 -0.744 -2.588

Computed properties:
LUMO level   -13.5 eV
Calculated total energy   -106281.3035 eV
HOMO level   -16.35 eV
Total charge   +6
Spin multiplicity   1
Maximum force   7.34 eV Å⁻¹


2.
The following is a DFT calculation (ωB97M-V with the def2-TZVPD basis set) of a molecular structure, C13H29GaO12PS3.

Geometry (Å):
H -0.332 -2.961 2.678
H 3.377 1.875 -5.542
O -0.004 0.549 -3.433
H 3.771 -1.777 1.572
O -2.188 -1.427 0.936
O -0.107 1.669 4.604
O 1.223 -3.088 -1.111
C 3.948 -0.711 1.629
C 1.498 -0.664 -1.018
H -1.679 0.570 5.373
H 1.196 -1.883 -2.736
C -3.199 0.593 -0.050
P -2.090 -4.154 -0.672
H -1.040 1.855 6.432
H 0.649 -5.033 0.794
O -0.182 -0.436 -5.698
C 0.842 -1.880 -1.701
H -2.041 -5.507 -1.074
H -2.701 2.188 3.873
H 2.437 0.610 0.814
H -4.004 0.277 -0.705
O -3.730 -0.263 2.111
H 1.284 3.357 -6.428
H 3.925 0.549 -0.128
H -1.239 1.441 -0.368
C -0.996 -1.169 1.748
S -2.733 -3.063 -2.212
O -1.380 3.689 4.408
S 0.344 0.524 -4.802
H 1.716 0.085 -1.779
O 1.944 0.534 -4.915
C -3.065 -0.402 1.079
C -1.292 1.584 5.404
O 1.009 3.844 4.941
H 2.342 1.196 -6.826
O 0.298 3.131 2.688
H -0.241 -1.772 -1.760
O 0.105 1.982 -5.443
H -1.356 -0.930 2.750
H 3.555 -0.349 2.572
O 2.690 -1.053 -0.374
C -1.948 0.819 -0.904
H 0.929 -1.973 1.999
H -2.996 2.938 5.462
H -3.483 1.526 0.422
C -0.074 -2.353 1.816
H -2.179 1.223 -1.877
H 1.549 3.233 -4.668
C -2.232 2.588 4.773
C 1.348 2.674 -5.585
C 3.225 -0.051 0.456
C 2.366 1.572 -5.800
H 0.832 -0.187 -0.295
H 5.015 -0.529 1.593
H -3.066 -4.181 0.350
H -0.530 -0.265 1.363
S 0.102 3.165 4.089
H -1.481 -0.147 -1.065
Ga 0.068 -3.634 0.241

Computed properties:
LUMO level   2.1 eV
Calculated total energy   -132691.0555 eV
HOMO level   -3.99 eV
Total charge   -1
Spin multiplicity   1
Maximum force   2.01 eV Å⁻¹


3.
The following is a DFT calculation (ωB97M-V with the def2-TZVPD basis set) of a molecular structure, C20H31BrF16N3O3.

Geometry (Å):
H 1.862 -4.936 -4.569
F -0.108 1.440 -1.451
N 3.154 -2.557 0.872
H 0.454 -5.747 -5.204
C -1.348 1.386 -1.994
H 1.732 -7.427 -0.297
H -3.224 7.984 0.949
F -2.134 -0.207 -0.414
C -2.162 2.603 -1.536
H -2.444 9.103 -0.126
C 0.231 -7.751 -1.768
C 0.257 -6.013 0.116
F 0.156 5.837 1.314
H -1.201 10.772 3.930
F -0.897 7.451 -0.575
F -0.566 1.060 1.114
C -1.034 6.465 1.518
H -3.235 2.427 -1.607
C -2.653 9.410 3.076
Br 3.713 -1.408 2.249
H 4.713 -1.275 -0.676
C 0.717 -3.830 1.308
H 4.486 -2.518 -1.743
C 0.785 -2.889 0.112
F -3.669 10.232 3.407
F 0.004 8.540 1.089
C -1.966 0.015 -1.737
C 4.240 -2.969 0.179
C 2.034 -1.998 0.059
O -2.328 9.669 1.770
H -0.527 2.829 2.046
H -2.929 -0.090 -2.244
F -2.920 3.635 1.524
H -1.832 5.799 1.182
H -0.406 -5.327 -0.389
H -1.943 3.391 -2.254
C -2.327 2.621 0.857
C -2.340 8.612 0.840
H 1.200 -3.425 2.180
H 0.338 -4.933 -3.665
H -0.807 -7.625 -1.501
H 5.675 -4.236 0.981
C 0.998 -5.515 -4.299
F -1.120 -0.940 -2.205
H -0.324 -3.923 1.580
C 1.065 -6.821 -0.894
H 0.694 -3.432 -0.814
C 0.346 -7.514 -3.278
C -1.235 2.048 1.758
H 0.478 -8.768 -1.528
N 4.809 -2.281 -0.809
N 4.791 -4.154 0.508
C -1.479 9.719 4.003
F -3.092 8.145 3.232
C 1.226 -5.213 0.984
H 1.387 -5.762 1.900
H 2.339 -1.905 -0.970
H 0.506 -8.472 -3.753
F -1.831 9.431 5.276
H 4.254 -4.981 0.299
C -1.054 7.779 0.741
F -3.279 1.713 0.577
F -1.198 1.493 -3.341
H -0.072 -2.238 0.165
F -1.160 6.676 2.845
O 1.438 -6.679 -3.651
H 1.682 -6.124 -1.444
H -0.315 -6.690 0.727
O -1.795 3.150 -0.290
F -0.414 8.955 3.678
H 2.193 -5.173 0.503
F -1.798 1.519 2.863
H 1.778 -1.015 0.414
H -0.571 -7.144 -3.704

Computed properties:
LUMO level   -5.6 eV
Calculated total energy   -145368.2033 eV
HOMO level   -11.84 eV
Total charge   +1
Relative energy (zero: lowest compared OMol25 entry of this formula, charge and spin)   29.2 kcal/mol
Spin multiplicity   1
Maximum force   1.70 eV Å⁻¹


4.
The following is a DFT calculation (ωB97M-V with the def2-TZVPD basis set) of a molecular structure, C27H25F15N3O4SY.

Geometry (Å):
O -2.052 -3.284 -3.178
C -2.775 -1.428 1.993
F -2.265 -4.298 1.955
H 0.553 2.284 0.778
C -0.437 -1.041 4.042
H -4.154 1.890 0.739
F -1.684 3.195 -0.073
F -1.781 -3.547 3.909
C -0.884 -0.135 -4.330
C -2.724 1.186 3.158
C -2.397 -1.860 -5.554
Y -0.561 -1.199 -1.158
C 1.603 0.597 -0.007
F -0.193 -4.077 2.546
H -1.780 -2.174 -6.405
C 0.615 -0.360 1.939
F 3.461 -0.856 -3.487
C 1.388 1.968 0.164
H 0.649 1.656 -2.459
F 3.705 -2.870 -2.795
C 2.626 0.180 -0.890
C 0.411 -0.272 4.822
C 3.439 1.150 -1.468
H -2.985 -2.721 -5.236
O -1.046 -2.331 0.648
C -1.347 -2.093 1.928
H -4.172 0.318 -0.117
C 3.115 -2.183 -0.002
F 5.008 -1.314 -2.040
H 1.976 3.966 -0.316
F -2.480 -0.361 -1.102
H -4.934 0.457 1.528
N -0.379 0.267 -3.216
H 0.319 0.925 -5.733
C -1.397 -3.502 2.605
N -1.485 -2.147 -3.296
C -0.365 -1.135 2.650
H -2.755 2.253 2.909
H -0.758 -0.232 6.640
H -1.216 -1.591 4.552
F 3.617 -1.414 0.989
F -3.603 4.149 0.312
C -1.590 -1.418 -4.372
H 2.142 0.999 4.696
H 4.244 0.853 -2.124
F 4.094 -3.086 -0.278
O 0.321 1.476 -3.351
H 0.756 0.666 6.731
C 1.519 0.361 2.771
F -3.644 -1.945 1.126
H -1.256 1.640 -5.462
F -3.371 -1.492 3.216
F -1.777 4.984 1.165
N 0.736 -0.338 0.588
C 3.244 2.514 -1.266
H 3.932 3.535 -3.041
H -1.124 0.163 -6.443
C 1.416 0.413 4.140
H 0.767 -1.094 6.800
C 0.288 -0.233 6.322
H -3.073 -1.078 -5.910
C 2.190 2.912 -0.457
C -2.419 3.741 0.999
H -3.610 0.819 3.668
O 1.492 -1.717 -1.773
H 5.183 3.280 -1.830
C -4.151 0.803 0.855
C 4.125 3.516 -1.965
C -0.734 0.688 -5.575
S -2.545 0.417 1.549
H 2.326 0.899 2.295
H 3.953 4.523 -1.582
F 2.105 -2.882 0.497
C 2.681 -1.322 -1.269
C 3.724 -1.593 -2.393
H -1.820 0.974 3.725

Computed properties:
LUMO level   4.3 eV
Calculated total energy   -93710.0644 eV
HOMO level   -2.15 eV
Total charge   -2
Relative energy (zero: lowest compared OMol25 entry of this formula, charge and spin)   20.7 kcal/mol
Spin multiplicity   1
Maximum force   1.04 eV Å⁻¹


5.
The following is a DFT calculation (ωB97M-V with the def2-TZVPD basis set) of a molecular structure, C35H29BrN8OSeTl.

Geometry (Å):
H 1.384 -1.503 -4.384
C -2.125 1.883 2.297
C -0.169 -4.107 -0.551
C 3.233 -0.224 -1.789
C -0.010 6.230 4.463
H -1.146 -5.239 -1.979
H 2.392 -3.898 2.236
H -5.345 0.364 -1.080
H 1.588 -6.151 1.461
C 0.158 1.665 2.531
C 1.046 5.309 4.306
N -1.000 1.463 1.866
N -3.924 -2.590 -1.907
H 3.460 0.771 2.499
C -3.132 -2.098 -2.888
H 0.047 -3.028 -4.556
C 2.122 -2.540 -2.644
H -2.283 -0.423 -3.903
Tl -0.315 -0.078 -0.662
C 0.172 2.437 3.731
H 2.614 0.666 -3.657
H -1.015 3.677 5.011
H 3.814 0.594 -1.406
C -2.181 -3.106 -3.523
C 1.960 -1.416 -3.428
C 1.266 5.958 2.009
H -2.684 -4.080 -3.644
C 1.690 5.192 3.084
C 1.025 -2.853 0.912
H 3.755 -1.439 -0.088
N 0.144 -2.894 -0.080
H -3.687 1.161 -2.783
C -3.005 -0.743 -3.188
H -5.347 -2.172 -0.513
H 1.546 -4.578 -2.324
C -2.179 2.791 3.388
C 1.403 1.091 2.020
Se -0.698 0.250 -6.278
H -2.977 1.668 1.722
H 1.683 5.907 1.024
H -3.148 3.194 3.594
H -0.142 -4.771 -4.077
C 2.598 -0.214 -3.022
C 1.545 -3.828 -3.162
C -1.154 -4.188 -1.636
C 1.230 -5.202 1.003
C -3.842 0.138 -2.529
H -0.502 6.338 5.392
C -0.386 0.929 -4.589
C -4.734 -1.712 -1.291
H 3.364 2.187 4.614
N 1.480 3.439 5.602
C -0.424 7.051 3.357
C 0.085 -3.749 -3.701
H -2.155 -3.998 -1.200
H -1.168 7.842 3.439
C 1.639 -3.969 1.478
C 2.495 1.979 4.020
H 1.206 -1.858 1.277
H -2.008 -2.755 -4.513
C 1.385 2.627 4.408
C -4.733 -0.348 -1.587
N 2.742 -2.553 -1.445
N -0.110 1.342 -3.518
N 1.409 4.690 5.528
C 3.284 -1.426 -1.044
H 2.418 4.420 2.908
Br -0.289 7.883 0.618
C 0.317 -5.291 -0.030
C 2.571 1.310 2.782
C -1.035 3.043 4.139
O 1.418 0.441 0.920
H -0.059 -6.243 -0.401
H 2.149 -4.204 -3.987
C 0.202 6.835 2.141
N -0.925 -3.300 -2.794

Computed properties:
LUMO level   2.1 eV
Calculated total energy   -190817.0883 eV
HOMO level   -4.71 eV
Total charge   -1
Relative energy (zero: lowest compared OMol25 entry of this formula, charge and spin)   22.2 kcal/mol
Spin multiplicity   1
Maximum force   2.94 eV Å⁻¹


no.,gap between HOMO and LUMO (eV)
1,2.9
2,6.1
3,6.2
4,6.5
5,6.8